Below is 2 unconnected molecules or ions with the total composition C32H36BN4 at a distorted geometry, with properties calculated with wB97M-V/def2-TZVPD.

**Multiplicity**: 1
**Kohn-Sham gap**: 5.82 eV
**Total charge**: +1
**HOMO**: -10.40 eV

Each line ends with the Löwdin charge.
Geometry (Å):
C 5.527 -0.587 3.733  -0.042
N 5.385 -0.518 2.273  -0.062
C 6.009 -1.550 1.521  -0.224
C 5.902 -2.891 1.943  -0.014
C 6.434 -3.916 1.160  -0.069
C 7.127 -3.610 -0.019  -0.074
C 7.231 -2.280 -0.449  -0.062
C 6.704 -1.251 0.336  -0.035
C 4.319 0.208 1.757  -0.150
C 4.166 0.436 0.361  0.021
C 2.948 0.842 -0.146  0.030
C 1.826 1.010 0.715  -0.207
C 0.562 1.355 0.183  0.091
C -0.656 0.967 0.805  -0.205
C -1.767 1.852 0.799  -0.024
C -2.961 1.527 1.408  0.016
C -3.136 0.233 1.938  -0.198
N -4.391 -0.130 2.481  -0.140
C -4.612 0.145 3.899  -0.037
C -5.116 -1.195 1.888  -0.249
C -5.138 -2.473 2.465  -0.027
C -5.756 -3.526 1.785  -0.074
C -6.439 -3.278 0.586  -0.082
C -6.462 -1.986 0.034  -0.076
C -5.771 -0.954 0.665  -0.015
C -2.051 -0.666 1.954  0.028
C -0.816 -0.287 1.467  0.009
C 2.021 0.866 2.126  0.006
C 3.265 0.568 2.639  0.007
H 5.380 0.408 4.172  0.095
H 4.796 -1.277 4.187  0.097
H 6.537 -0.934 3.989  0.110
H 5.354 -3.114 2.863  0.113
H 6.301 -4.951 1.479  0.111
H 7.576 -4.412 -0.604  0.108
H 7.721 -2.033 -1.394  0.112
H 6.813 -0.206 0.037  0.113
H 4.988 0.269 -0.338  0.100
H 2.794 0.980 -1.222  0.136
H 0.550 2.081 -0.628  0.110
H -1.637 2.835 0.344  0.112
H -3.789 2.241 1.460  0.133
H -5.689 0.232 4.080  0.099
H -4.222 -0.661 4.538  0.081
H -4.130 1.097 4.153  0.094
H -4.618 -2.630 3.413  0.110
H -5.697 -4.534 2.202  0.108
H -6.937 -4.097 0.067  0.105
H -7.006 -1.777 -0.890  0.107
H -5.733 0.061 0.255  0.115
H -2.196 -1.657 2.393  0.129
H 0.036 -0.958 1.564  0.128
H 1.172 0.996 2.801  0.130
H 3.398 0.513 3.720  0.107
H -0.097 1.214 -2.301  0.012
B 0.201 1.602 -3.467  -0.347
H 1.043 2.507 -3.411  0.036
H 0.656 0.659 -4.127  0.025
C -1.089 2.134 -4.186  -0.200
N -1.290 2.187 -5.531  -0.083
C -0.313 1.843 -6.539  -0.011
C -2.555 2.658 -5.811  -0.030
C -3.158 2.908 -4.615  -0.032
N -2.246 2.587 -3.629  -0.077
C -2.468 2.722 -2.207  -0.026
H -0.804 1.883 -7.517  0.096
H 0.534 2.545 -6.529  0.109
H 0.088 0.837 -6.362  0.092
H -2.922 2.773 -6.820  0.126
H -4.145 3.288 -4.410  0.122
H -3.441 3.189 -2.012  0.104
H -2.433 1.743 -1.713  0.088
H -1.676 3.339 -1.761  0.094



Below is a molecular structure, C32H36ErN9O3SSi, with properties calculated with wB97M-V/def2-TZVPD.

**Multiplicity**: 4
**Energy relative to the best compared isomer or geometry (same formula, charge and spin)**: 18.37 kcal/mol
**Kohn-Sham gap (spin up / spin down)**: 6.66 / 6.67 eV
**HOMO (spin up / spin down)**: -6.95 / -6.96 eV
**⟨S²⟩**: 3.753

Each line ends with the Löwdin charge.
Geometry (Å):
Er -0.394 -0.595 -1.149  1.284
N -0.613 -3.600 2.339  0.183
C -0.242 -2.841 1.289  -0.528
O -0.976 -1.927 0.904  -0.091
C 1.078 -3.145 0.630  -0.237
C 1.061 -2.686 -0.837  -0.280
H -1.483 -3.395 2.800  0.115
H -0.023 -4.329 2.693  0.104
H 1.299 -4.212 0.771  0.102
H 1.840 -2.596 1.196  0.097
H 0.678 -3.533 -1.426  0.009
H 2.104 -2.564 -1.158  0.015
O 1.343 -0.140 -2.601  -0.271
N 1.128 0.575 -3.648  -0.002
N 0.005 1.168 -3.664  -0.229
O -0.876 1.070 -2.710  -0.221
C -0.303 1.988 -4.797  -0.158
C 0.625 2.201 -5.815  -0.022
C 0.278 3.003 -6.887  -0.085
C -0.981 3.588 -6.948  -0.094
C -1.898 3.366 -5.933  -0.075
C -1.563 2.565 -4.852  -0.004
H 1.597 1.739 -5.752  0.103
H 0.992 3.174 -7.681  0.102
H -1.241 4.223 -7.786  0.101
H -2.880 3.816 -5.984  0.105
H -2.256 2.369 -4.046  0.116
C -6.039 -0.352 1.363  -0.187
Si -5.524 1.379 0.816  0.518
C -6.100 1.712 -0.950  -0.187
C -6.419 2.613 1.943  -0.197
C -3.674 1.695 1.012  -0.251
C -3.209 2.660 1.886  -0.086
C -1.846 2.946 1.975  -0.072
C -0.990 2.240 1.165  -0.165
N -1.384 1.276 0.328  -0.053
C -2.707 0.990 0.245  -0.741
S -3.149 -0.278 -0.827  0.619
H -7.128 -0.432 1.400  0.026
H -5.647 -0.592 2.354  0.029
H -5.658 -1.092 0.661  0.002
H -7.191 1.717 -1.000  0.026
H -5.725 0.937 -1.617  -0.001
H -5.740 2.676 -1.316  0.031
H -7.498 2.472 1.842  0.027
H -6.198 3.651 1.682  0.029
H -6.169 2.470 2.998  0.028
H -3.911 3.204 2.508  0.091
H -1.472 3.706 2.647  0.098
H 0.073 2.460 1.170  0.106
N -1.334 -3.755 -4.514  0.062
C -2.646 -3.474 -4.216  -0.086
C -2.610 -2.403 -3.378  -0.147
N -1.303 -2.027 -3.170  -0.008
C -0.563 -2.865 -3.856  -0.186
H -1.009 -4.497 -5.106  0.151
H -3.466 -4.047 -4.613  0.110
H -3.426 -1.865 -2.927  0.054
H 0.514 -2.845 -3.907  0.133
N 5.989 -0.613 2.977  0.167
C 6.699 -0.686 4.151  -0.191
C 8.047 -0.867 4.433  -0.025
C 8.412 -0.845 5.765  -0.096
C 7.468 -0.646 6.782  -0.096
C 6.129 -0.466 6.500  -0.015
C 5.737 -0.488 5.162  -0.226
N 4.494 -0.312 4.600  0.180
C 4.673 -0.395 3.308  -0.273
C 3.609 -0.231 2.325  -0.129
C 3.842 -0.172 0.952  0.010
C 2.776 0.002 0.091  -0.118
N 1.511 0.114 0.502  0.018
C 1.289 0.053 1.821  -0.137
C 2.288 -0.110 2.756  0.014
H 6.358 -0.738 2.053  0.151
H 8.777 -1.012 3.646  0.108
H 9.453 -0.980 6.029  0.100
H 7.806 -0.626 7.810  0.099
H 5.397 -0.306 7.281  0.111
H 4.841 -0.254 0.543  0.109
H 2.924 0.037 -0.981  0.101
H 0.255 0.129 2.134  0.108
H 2.073 -0.149 3.814  0.117